No. 1
53
Properties=species:S:1:pos:R:3 method="wB97M-V/def2-TZVPD" total_charge=+1 lumo_energy_ev=-2.9 e_homo_ev=-12.04
F 5.747 -4.516 1.674
C 5.734 -3.500 0.730
C 4.275 -3.113 0.444
C 3.977 -1.659 0.614
C 4.783 -0.562 0.605
N 3.981 0.543 0.800
C 2.722 0.151 0.923
N 2.683 -1.176 0.810
C 1.453 -1.918 0.905
C 1.251 -2.812 1.936
C 0.021 -3.451 1.987
N -0.946 -3.257 1.097
C -0.720 -2.397 0.114
C 0.468 -1.692 -0.025
H 6.224 -3.868 -0.172
H 6.320 -2.669 1.124
H 3.671 -3.681 1.152
H 3.991 -3.445 -0.556
H 5.849 -0.494 0.458
H 4.291 1.506 0.850
H 1.856 0.774 1.083
H 2.008 -3.002 2.685
H -0.183 -4.142 2.796
H -1.498 -2.225 -0.619
H 0.596 -0.987 -0.838
C -7.497 -1.863 -1.425
C -6.551 -2.624 -2.099
C -5.227 -2.220 -2.129
C -4.882 -1.052 -1.472
C -5.806 -0.275 -0.797
C -7.126 -0.691 -0.778
N -3.479 -0.624 -1.485
O -2.674 -1.309 -2.096
O -3.176 0.386 -0.882
H -8.530 -2.185 -1.402
H -6.844 -3.534 -2.603
H -4.480 -2.798 -2.650
H -5.500 0.633 -0.299
H -7.866 -0.100 -0.256
C -0.960 4.803 -0.716
C -0.037 3.776 -0.874
C 1.243 3.928 -0.372
C 1.571 5.091 0.292
C 0.675 6.128 0.459
C -0.603 5.974 -0.058
N 2.931 5.194 0.854
O 3.680 4.238 0.696
O 3.226 6.202 1.447
H -1.962 4.690 -1.107
H -0.318 2.866 -1.388
H 1.995 3.160 -0.477
H 0.966 7.027 0.980
H -1.324 6.771 0.059

=====

No. 2
58
Properties=species:S:1:pos:R:3 method="wB97M-V/def2-TZVPD" multiplicity=5 s2=6.028 total_charge=-1 e_above_lowest_kcal_mol=0.00 lumo_energy_ev="1.6 / 0.4" e_homo_ev="-4.98 / -4.91"
Os -0.755 0.259 0.256
O 1.811 1.337 5.531
C 2.199 0.330 4.597
C 1.329 0.404 3.337
C 1.669 1.717 2.628
O 0.550 2.149 1.877
C -0.131 0.346 3.787
Se -1.562 0.008 2.481
C 1.711 -0.840 2.520
Se 1.437 -0.753 0.586
H 2.389 1.284 6.296
H 2.087 -0.667 5.039
H 3.248 0.456 4.302
H 2.541 1.541 1.990
H 1.920 2.477 3.371
H 0.822 2.601 1.069
H -0.412 1.265 4.297
H -0.243 -0.483 4.487
H 1.191 -1.720 2.902
H 2.785 -1.014 2.611
S -2.375 2.331 -3.059
C -3.026 1.113 -2.132
S -2.794 1.221 -0.348
C -3.800 0.057 -2.623
C -4.079 -0.067 -4.024
N -4.328 -0.211 -5.141
C -4.353 -0.949 -1.778
N -4.784 -1.786 -1.105
O 0.481 2.249 -0.901
C 0.474 1.464 -1.852
O -0.043 0.284 -1.757
C 1.087 1.821 -3.165
C 0.712 1.146 -4.320
C 1.268 1.496 -5.544
C 2.210 2.509 -5.615
C 2.571 3.158 -4.447
C 2.022 2.840 -3.223
N 3.585 4.235 -4.513
O 3.970 4.588 -5.612
O 3.993 4.693 -3.466
H -0.036 0.367 -4.248
H 0.964 0.981 -6.445
H 2.662 2.805 -6.550
H 2.308 3.371 -2.328
N -1.577 -2.184 -0.394
C -1.635 -3.055 0.720
C -0.488 -3.722 1.142
C -0.520 -4.506 2.288
C -1.694 -4.641 3.018
C -2.839 -3.986 2.580
C -2.816 -3.196 1.441
H -0.857 -2.433 -1.058
H -2.475 -2.052 -0.845
H 0.432 -3.605 0.582
H 0.382 -5.015 2.609
H -1.716 -5.251 3.912
H -3.766 -4.086 3.133
H -3.709 -2.682 1.103

=====

No. 3
64
Properties=species:S:1:pos:R:3 method="wB97M-V/def2-TZVPD" multiplicity=4 s2=3.801 total_charge=-1 e_above_lowest_kcal_mol=1.32 lumo_energy_ev="1.7 / 1.7" e_homo_ev="-3.80 / -6.17"
Tc 0.532 0.099 -0.081
O 3.621 0.274 2.688
C 2.509 0.524 2.268
O 2.098 0.078 1.111
C 1.565 1.363 3.073
C 2.007 1.781 4.315
C 1.212 2.576 5.121
C -0.056 2.961 4.705
C -0.476 2.530 3.478
C 0.291 1.740 2.584
O -0.189 1.463 1.427
N -1.836 2.904 3.075
O -2.029 4.038 2.683
O -2.692 2.038 3.131
N 1.691 3.019 6.420
O 0.920 3.657 7.124
O 2.777 2.617 6.801
H 2.993 1.475 4.633
H -0.684 3.574 5.334
C 0.932 -2.112 -3.083
P -0.195 -1.516 -1.787
C -0.878 -3.077 -1.178
C -1.592 -0.797 -2.746
C -1.772 -0.981 -4.114
C -2.909 -0.493 -4.744
C -3.882 0.171 -4.013
C -3.698 0.376 -2.654
C -2.551 -0.088 -2.022
P -2.160 0.249 -0.271
C -3.377 -0.645 0.728
C -2.572 2.013 -0.086
H 0.353 -2.717 -3.778
H 1.693 -2.747 -2.632
H 1.412 -1.288 -3.609
H -1.263 -3.657 -2.018
H -1.663 -2.924 -0.442
H -0.060 -3.616 -0.695
H -1.031 -1.493 -4.709
H -3.032 -0.634 -5.810
H -4.773 0.542 -4.503
H -4.449 0.914 -2.089
H -4.381 -0.245 0.576
H -3.086 -0.548 1.773
H -3.356 -1.705 0.486
H -3.477 2.267 -0.636
H -1.724 2.589 -0.450
H -2.723 2.215 0.968
O 0.244 1.396 -1.190
O 0.603 -3.204 2.063
N -0.390 -2.537 1.841
O -1.539 -2.964 2.007
O -0.264 -1.312 1.445
Se 3.314 -3.883 -0.700
N 4.568 -2.980 -1.638
C 4.115 -1.741 -1.784
C 4.733 -0.697 -2.493
C 4.056 0.521 -2.603
C 2.822 0.708 -2.020
N 2.203 -0.264 -1.311
C 2.817 -1.472 -1.175
N 2.196 -2.471 -0.604
H 5.698 -0.855 -2.955
H 4.497 1.345 -3.148
H 2.288 1.645 -2.087

=====

No. 4
53
Properties=species:S:1:pos:R:3 method="wB97M-V/def2-TZVPD" total_charge=+1 e_above_lowest_kcal_mol=28.53 lumo_energy_ev=-2.5 e_homo_ev=-10.49
Al 0.849 -1.003 -0.635
C 1.353 3.804 3.947
C 0.892 2.759 2.969
C -0.170 1.906 3.278
C -0.613 0.969 2.370
C -0.046 0.865 1.098
N -0.508 -0.078 0.149
C -1.863 -0.114 -0.198
C -2.741 0.941 0.080
C -4.072 0.890 -0.281
C -4.601 -0.206 -0.958
C -6.056 -0.262 -1.338
C -3.728 -1.221 -1.303
C -2.384 -1.186 -0.940
N -1.556 -2.269 -1.358
C -1.939 -3.533 -1.581
C -0.867 -4.233 -2.106
C 0.165 -3.315 -2.157
N -0.257 -2.115 -1.721
C 1.041 1.698 0.796
C 1.502 2.619 1.735
N 1.647 1.680 -0.499
C 2.247 2.710 -1.123
C 2.648 2.282 -2.373
C 2.255 0.954 -2.441
N 1.644 0.601 -1.310
H 0.619 3.931 4.740
H 1.488 4.765 3.450
H 2.305 3.533 4.407
H -0.638 1.974 4.251
H -1.425 0.299 2.622
H -2.367 1.820 0.583
H -4.714 1.730 -0.047
H -6.622 0.494 -0.796
H -6.484 -1.237 -1.110
H -6.186 -0.079 -2.406
H -4.099 -2.052 -1.893
H -2.929 -3.876 -1.335
H -0.849 -5.274 -2.375
H 1.184 -3.441 -2.485
H 2.366 3.234 1.513
H 2.330 3.682 -0.672
H 3.158 2.863 -3.120
H 2.363 0.242 -3.243
N 4.374 -0.746 0.278
C 4.369 -2.203 0.342
C 2.973 -2.816 0.458
O 2.794 -3.930 0.852
O 1.952 -2.046 0.059
H 5.307 -0.416 0.064
H 4.129 -0.368 1.186
H 4.960 -2.623 1.159
H 4.797 -2.601 -0.582

=====

No. 5
56
Properties=species:S:1:pos:R:3 method="wB97M-V/def2-TZVPD" multiplicity=8 s2=15.760 total_charge=-2 e_above_lowest_kcal_mol=10.92 lumo_energy_ev="4.5 / 4.5" e_homo_ev="0.59 / -0.27"
Eu -0.098 0.381 -0.111
O -0.665 -0.177 1.907
C -0.963 0.624 2.865
C -0.247 0.587 4.090
C -0.579 1.391 5.147
C -1.654 2.277 5.065
C -2.373 2.347 3.899
C -2.057 1.547 2.794
C -2.829 1.672 1.601
N -2.527 1.126 0.483
C -3.405 1.330 -0.639
C -3.468 0.037 -1.453
N -2.139 -0.381 -1.835
C -2.021 -0.896 -3.004
C -0.872 -1.547 -3.539
C -0.952 -2.060 -4.840
C 0.086 -2.752 -5.405
C 1.245 -2.962 -4.652
C 1.359 -2.477 -3.377
C 0.326 -1.707 -2.775
O 0.480 -1.167 -1.623
H 0.592 -0.094 4.147
H 0.010 1.345 6.054
H -1.904 2.909 5.905
H -3.196 3.044 3.808
H -3.737 2.289 1.679
H -2.980 2.122 -1.271
H -4.417 1.634 -0.322
H -4.128 0.171 -2.327
H -3.899 -0.762 -0.831
H -2.891 -0.888 -3.682
H -1.865 -1.889 -5.395
H 0.011 -3.130 -6.413
H 2.074 -3.497 -5.094
H 2.263 -2.634 -2.807
Br 0.559 1.528 -3.293
C 2.288 1.890 -2.504
Br 3.133 0.267 -1.918
H 2.137 2.505 -1.605
H 2.925 2.369 -3.244
S 0.591 4.269 2.205
C 0.649 3.245 0.911
S 1.985 2.155 0.684
S -0.505 3.227 -0.368
C 3.287 0.010 2.591
C 2.771 -1.152 1.831
N 1.734 -1.217 1.026
C 1.639 -2.524 0.632
C 2.649 -3.250 1.181
N 3.363 -2.368 1.945
H 2.501 0.747 2.729
H 4.093 0.501 2.045
H 3.665 -0.310 3.561
H 0.845 -2.856 -0.008
H 2.910 -4.283 1.090
H 4.204 -2.566 2.463

=====

No. 6
61
Properties=species:S:1:pos:R:3 method="wB97M-V/def2-TZVPD" multiplicity=3 s2=2.018 total_charge=+1 e_above_lowest_kcal_mol=10.56 lumo_energy_ev="-3.7 / -4.4" e_homo_ev="-11.19 / -11.35"
W 0.095 -0.266 0.007
Cl -1.527 0.191 1.891
C -0.742 1.500 2.879
Cl 0.430 2.390 1.923
H -0.256 0.998 3.701
H -1.535 2.162 3.187
C 5.600 -0.112 -1.657
C 4.734 -0.204 -2.741
C 3.386 0.061 -2.578
C 2.900 0.419 -1.327
C 3.757 0.540 -0.246
C 5.109 0.266 -0.416
N 1.479 0.743 -1.204
N 1.092 1.537 -2.091
C -0.228 1.914 -1.947
C -0.757 2.836 -2.852
C -2.054 3.258 -2.677
C -2.794 2.745 -1.610
C -2.251 1.820 -0.731
C -0.937 1.390 -0.868
H 6.657 -0.318 -1.786
H 5.112 -0.482 -3.716
H 2.700 -0.011 -3.413
H 3.391 0.885 0.706
H 5.780 0.362 0.430
H -0.139 3.189 -3.670
H -2.495 3.979 -3.354
H -3.820 3.070 -1.470
H -2.877 1.446 0.066
C 3.472 -3.035 0.891
C 2.059 -3.011 1.466
O 1.745 -4.111 2.314
P 0.801 -3.024 0.104
O 0.933 -4.488 -0.392
O -0.494 -2.605 0.962
O 1.170 -1.858 -0.814
P 1.689 -1.500 2.471
O 2.987 -1.201 3.330
O 0.493 -1.693 3.325
O 1.560 -0.342 1.428
H 3.675 -4.017 0.458
H 4.206 -2.822 1.668
H 3.583 -2.287 0.106
H 2.533 -4.638 2.469
H 0.313 -4.718 -1.115
H -0.426 -2.831 1.921
H 2.802 -1.214 4.283
Br -5.546 -5.634 -3.091
C -4.925 -3.897 -2.688
C -5.781 -2.816 -2.823
C -5.319 -1.540 -2.528
C -4.019 -1.351 -2.090
C -3.174 -2.448 -1.953
C -3.624 -3.728 -2.257
C -1.796 -2.285 -1.424
O -1.039 -3.246 -1.373
O -1.483 -1.081 -1.011
H -6.798 -2.972 -3.157
H -5.985 -0.692 -2.640
H -3.645 -0.362 -1.863
H -2.958 -4.573 -2.151

=====

No. 7
54
Properties=species:S:1:pos:R:3 method="wB97M-V/def2-TZVPD" total_charge=+2 lumo_energy_ev="-7.9 / -8.0" e_homo_ev="-13.13 / -13.15"
Sn -0.263 0.115 -0.387
O 0.799 2.350 -1.358
C 1.538 3.069 -0.652
C 1.276 4.487 -0.519
C 2.123 5.296 0.185
C 3.265 4.752 0.791
C 3.545 3.375 0.700
C 2.705 2.521 0.033
C 3.062 1.098 -0.008
N 2.278 0.121 -0.234
C 2.883 -1.213 -0.199
C 2.193 -2.135 -1.188
N 0.755 -2.179 -0.905
C 0.123 -3.210 -1.304
C -1.310 -3.479 -1.139
C -1.819 -4.602 -1.743
C -3.176 -4.951 -1.617
C -4.052 -4.160 -0.860
C -3.589 -3.036 -0.237
C -2.200 -2.647 -0.339
O -1.795 -1.637 0.277
H 0.391 4.864 -1.015
H 1.927 6.356 0.269
H 3.945 5.394 1.333
H 4.441 2.991 1.174
H 4.119 0.901 0.193
H 2.782 -1.617 0.813
H 3.950 -1.161 -0.427
H 2.628 -3.134 -1.106
H 2.350 -1.786 -2.211
H 0.663 -4.008 -1.824
H -1.165 -5.238 -2.328
H -3.540 -5.844 -2.106
H -5.090 -4.449 -0.771
H -4.226 -2.399 0.363
N -3.819 1.207 -2.652
C -2.714 1.744 -2.110
N -1.661 1.931 -2.920
S -2.627 2.122 -0.471
H -3.943 1.151 -3.650
H -4.643 1.184 -2.075
H -1.723 1.827 -3.919
H -0.844 2.376 -2.526
Br 0.131 0.183 6.478
C 0.082 0.165 4.618
C 0.258 -1.029 3.925
C 0.204 -1.001 2.550
N 0.003 0.134 1.863
C -0.173 1.279 2.536
C -0.138 1.341 3.912
H 0.423 -1.959 4.448
H 0.313 -1.910 1.972
H -0.359 2.171 1.947
H -0.289 2.282 4.421

=====

No. 8
55
Properties=species:S:1:pos:R:3 method="wB97M-V/def2-TZVPD" multiplicity=5 s2=6.092 total_charge=-1 lumo_energy_ev="2.4 / 2.4" e_homo_ev="-3.52 / -4.31"
Cr -0.355 -1.207 0.581
O 4.283 -0.871 4.298
C 4.745 -0.803 3.079
O 5.929 -0.708 2.858
C 3.765 -0.873 1.922
C 4.148 -0.870 0.609
Cl 5.740 -0.712 0.036
N 3.052 -0.996 -0.174
N 1.956 -1.095 0.586
C 2.350 -1.011 1.839
C 1.259 -0.988 2.895
O 1.538 -0.943 4.088
O 0.099 -1.003 2.453
C 2.916 -0.982 -1.623
C 3.992 -1.155 -2.487
C 3.787 -1.159 -3.861
C 2.523 -0.995 -4.397
C 1.457 -0.808 -3.532
C 1.656 -0.799 -2.161
H 3.260 -0.904 4.350
H 4.990 -1.292 -2.116
H 4.638 -1.309 -4.514
H 2.368 -1.011 -5.468
H 0.452 -0.670 -3.911
H 0.820 -0.620 -1.507
C -3.855 -1.742 1.917
Si -2.809 -1.044 0.511
C -3.698 -1.661 -1.052
C -3.255 0.816 0.442
C -4.596 1.231 0.418
C -4.944 2.568 0.289
C -3.946 3.536 0.197
C -2.613 3.145 0.231
C -2.246 1.793 0.344
Si -0.419 1.270 0.312
C 0.300 2.100 -1.243
C 0.410 2.225 1.720
H -4.902 -1.436 1.793
H -3.505 -1.386 2.893
H -3.819 -2.839 1.924
H -4.776 -1.459 -1.001
H -3.558 -2.740 -1.205
H -3.297 -1.148 -1.937
H -5.389 0.486 0.488
H -5.990 2.857 0.255
H -4.209 4.584 0.095
H -1.837 3.908 0.161
H 0.144 3.191 -1.211
H -0.177 1.718 -2.156
H 1.381 1.916 -1.325
H 0.216 3.303 1.642
H 1.502 2.079 1.700
H 0.049 1.881 2.695
O -0.853 -3.004 -1.829
C -0.676 -2.365 -0.911

=====

| no. | calculated total energy (Eh) | molar mass (g/mol) |
| --- | --- | --- |
| 1 | -1525.1432 | 438.4 |
| 2 | -7211.3168 | 849.7 |
| 3 | -5171.8799 | 784.3 |
| 4 | -1572.9689 | 429.4 |
| 5 | -8274.0912 | 782.4 |
| 6 | -5882.4235 | 855.0 |
| 7 | -4461.7950 | 619.1 |
| 8 | -3421.0407 | 538.0 |